The following is a quantum chemistry calculation of a structure of composition C8H24AlFO4 at a distorted geometry, from the OMol25 dataset.

Computed properties:
E_HOMO in eV: -16.48
Total charge: +2
Largest force on an atom in eV/Å: 2.84
Frontier orbital gap in Ha: 0.099
Lowest unoccupied orbital energy in hartree: -0.506
ΔE to the lowest compared entry with this formula, charge and spin in eV: 1.132

The geometry in XYZ format:
```
38
Properties=species:S:1:pos:R:3:nbo_charge:R:1
Al 2.3657 -2.1185 -2.4806 0.986
F 0.6408 -0.6610 -0.5095 -0.868
C 2.0618 2.9283 2.3425 -0.636
C 1.0852 1.9515 1.7050 -0.093
O 1.2922 2.0080 0.2739 -0.477
H 3.0356 2.8088 1.8677 0.245
H 2.1811 2.6997 3.4016 0.250
H 1.7057 3.9577 2.3025 0.258
H 0.0471 2.0588 2.0193 0.249
H 1.3694 0.9648 2.0707 0.237
H 1.1198 1.1369 -0.0908 0.518
C -1.7317 -0.5146 -4.5172 -0.633
C -0.6446 0.0620 -3.6267 -0.071
O 0.6291 -0.1755 -4.2133 -0.689
H -2.6324 0.0853 -4.3870 0.237
H -1.9303 -1.5309 -4.1769 0.221
H -1.5626 -0.5215 -5.5939 0.243
H -0.6535 -0.4475 -2.6632 0.181
H -0.8478 1.1156 -3.4348 0.189
H 0.7389 0.5013 -4.8852 0.501
C 1.7040 -3.1209 3.3663 -0.623
C 1.2990 -2.8202 1.9308 -0.093
O 0.2697 -1.9406 1.9336 -0.472
H 2.5132 -3.8488 3.4234 0.250
H 0.8975 -3.5883 3.9314 0.252
H 1.9578 -2.1675 3.8298 0.239
H 1.0451 -3.7577 1.4362 0.267
H 2.1775 -2.4044 1.4373 0.213
H 0.2354 -1.4793 1.0924 0.518
C -2.3256 1.9093 0.1422 -0.591
C -2.4584 0.4778 0.6459 -0.083
O -2.1614 -0.3327 -0.4743 -0.438
H -2.8896 2.0059 -0.7855 0.252
H -1.2728 2.1192 -0.0465 0.222
H -2.7023 2.6776 0.8175 0.263
H -3.5001 0.2374 0.8585 0.261
H -1.8484 0.1821 1.4994 0.201
H -1.2101 -0.4582 -0.4424 0.513
```